(1)
DFT (ωB97M-V/def2-TZVPD) results for a 12-piece molecular cluster, C42H102O30P6 overall in a non-equilibrium geometry.

Summary:
- Structure (SMILES): COP(=O)(OC)OC.COP(=O)(OC)OC.COP(=O)(OC)OC.COP(=O)(OC)OC.COP(=O)(OC)OC.COP(=O)(OC)OC.C1CCOC1.C1CCOC1.C1CCOC1.C1CCOC1.C1CCOC1.C1CCOC1
- HOMO energy: -9.24 eV
- DFT total energy: -162374.5578 eV
- Energy relative to the best compared isomer or geometry (same formula, charge and spin): 168.0 kcal per mole
- F_max: 3.7 eV/Å
- Lowest unoccupied orbital energy: 0.53 eV

Element x y z (Å)
C -6.181221 2.581830 -1.121620
O -5.462468 3.770911 -1.588338
P -4.195386 4.087286 -0.727867
O -4.443793 4.417529 0.669740
O -3.235174 2.811059 -0.911333
C -3.047285 2.282917 -2.216840
O -3.388728 5.181860 -1.553346
C -3.557021 6.565103 -1.184602
H -5.607412 1.705935 -0.979312
H -7.058296 2.480042 -1.759500
H -6.451290 2.842975 -0.156508
H -3.313564 3.191969 -2.885622
H -3.737977 1.444511 -2.350995
H -1.984064 2.144201 -2.289646
H -4.473889 7.026743 -1.593161
H -2.699750 7.203166 -1.430756
H -3.495979 6.730327 -0.148973
C -3.068955 3.917953 5.655594
O -2.443525 2.747383 6.229150
P -1.461583 1.976330 5.291691
O -1.588800 2.364951 3.886136
O -0.042418 2.435351 5.894277
C 1.029143 1.824713 5.183662
O -1.468117 0.478853 5.765315
C -2.121042 -0.558064 5.034828
H -3.946876 4.099966 6.265378
H -3.354718 3.809513 4.579647
H -2.341084 4.724042 5.762609
H 1.452882 2.595751 4.499807
H 0.838087 0.849016 4.670222
H 1.772149 1.546815 5.937491
H -3.163027 -0.466686 5.101167
H -1.790253 -1.553947 5.423624
H -1.920011 -0.476622 3.977585
C 2.344090 -4.440147 -1.759843
O 1.878716 -5.197960 -0.704903
P 0.440059 -5.570932 -0.292292
O -0.606938 -4.565350 -0.519177
O 0.182614 -7.033300 -1.015693
C -1.175876 -7.520787 -0.944655
O 0.617224 -6.134885 1.244284
C 1.592748 -7.066827 1.678972
H 2.457166 -4.941091 -2.690711
H 3.381564 -4.205455 -1.457505
H 1.836104 -3.529965 -1.971205
H -1.892032 -6.966349 -1.565161
H -1.517277 -7.390632 0.038952
H -1.179863 -8.598374 -1.208229
H 2.519514 -6.860723 1.085941
H 1.376326 -8.125881 1.476942
H 1.784158 -6.905361 2.743630
C 5.188782 -0.858678 -4.190546
O 3.852240 -0.646671 -3.644967
P 3.240858 0.828334 -3.624630
O 3.484998 1.600549 -4.792620
O 3.829835 1.537139 -2.319320
C 3.576161 0.983728 -0.985507
O 1.789505 0.370662 -3.209849
C 0.525808 0.958053 -3.630820
H 5.079232 -0.521487 -5.216604
H 5.355109 -1.929268 -4.180115
H 6.000859 -0.344603 -3.632405
H 2.514346 0.935217 -0.828479
H 3.968210 1.614797 -0.215545
H 4.119243 -0.028297 -0.890238
H 0.645817 1.286214 -4.658133
H 0.425867 1.848113 -2.987719
H -0.271723 0.273674 -3.495481
C -3.297873 -2.609906 1.223754
O -4.614484 -2.084955 1.125188
P -4.954471 -0.596352 0.569897
O -6.401091 -0.346455 0.817527
O -4.422782 -0.556152 -0.990124
C -4.772652 -1.568833 -1.955977
O -3.886595 0.393046 1.160044
C -4.230064 1.363031 2.237497
H -3.244611 -3.430815 0.502814
H -3.019148 -2.906383 2.297497
H -2.551987 -1.847687 0.941684
H -5.528470 -1.297222 -2.711733
H -5.136107 -2.430281 -1.406258
H -3.874303 -1.842839 -2.508533
H -4.137518 2.318608 1.803361
H -3.477838 1.285238 2.995615
H -5.238051 1.233418 2.577062
C -1.173854 4.060993 1.346600
O -0.837582 4.794313 0.148192
P 0.363228 4.513312 -0.805717
O 0.809856 3.094934 -0.985976
O -0.068936 5.169911 -2.143821
C 0.105615 6.494131 -2.561016
O 1.508130 5.417436 -0.173092
C 2.902594 5.317801 -0.592438
H -0.453612 4.300448 2.165164
H -1.370583 3.003046 1.218858
H -2.130983 4.495187 1.672017
H -0.768191 6.965492 -3.137477
H 0.968408 6.562773 -3.184707
H 0.284571 7.151793 -1.706577
H 3.588470 5.163327 0.277609
H 3.299639 6.027258 -1.321987
H 2.982999 4.316469 -1.097820
C -3.858085 4.168759 -6.112128
C -2.687124 4.762038 -5.265964
C -1.628283 3.667851 -5.331160
O -2.444658 2.461140 -5.180777
C -3.562012 2.620704 -6.059676
H -3.778382 4.467102 -7.209536
H -4.869862 4.390846 -5.711760
H -3.030269 5.024228 -4.303145
H -2.238694 5.729956 -5.736860
H -0.895010 3.584643 -4.514048
H -1.082257 3.605173 -6.227334
H -4.527635 2.101442 -5.709532
H -3.358500 2.264315 -7.079384
C 2.208858 -1.810380 5.888772
C 1.772576 -2.153059 4.490100
C 1.998939 -3.712435 4.470771
O 2.994380 -4.051318 5.384786
C 3.142711 -2.958130 6.360514
H 1.373928 -1.894499 6.551054
H 2.740720 -0.819551 6.103638
H 2.368083 -1.540794 3.767896
H 0.702081 -1.904375 4.355429
H 2.347406 -3.943760 3.462349
H 1.073170 -4.231296 4.645787
H 4.190306 -2.624379 6.307632
H 2.864520 -3.298640 7.330840
C 4.734553 2.665380 3.010877
C 3.272938 2.506336 2.524774
C 3.033033 1.008895 2.724616
O 3.834197 0.578022 3.918331
C 4.770601 1.622227 4.189338
H 5.065155 3.631232 3.300242
H 5.471468 2.389725 2.281030
H 3.135137 2.868477 1.483080
H 2.526785 2.971199 3.201623
H 3.301260 0.434672 1.833306
H 1.988778 0.784764 2.840220
H 5.774084 1.150332 4.437873
H 4.542940 2.035096 5.211247
C 4.548855 -4.190296 2.225329
C 5.200558 -5.556086 2.144470
C 5.306720 -5.790043 0.609196
O 5.467136 -4.493287 0.081163
C 5.279640 -3.518120 1.019141
H 4.680535 -3.603111 3.133778
H 3.442785 -4.283500 2.021247
H 4.727949 -6.366656 2.658545
H 6.290051 -5.483869 2.467651
H 4.419254 -6.293669 0.155498
H 6.207240 -6.389540 0.462174
H 4.649770 -2.653658 0.666106
H 6.208505 -3.068384 1.317278
C -1.107252 -4.051176 -4.813873
C -1.089018 -2.744019 -4.033682
C -1.820654 -1.723499 -5.010778
O -2.082226 -2.449705 -6.212116
C -2.150628 -3.804303 -5.857382
H -1.350100 -4.890924 -4.160931
H -0.131608 -4.247735 -5.282886
H -0.073457 -2.435011 -3.850909
H -1.555400 -2.729204 -3.067089
H -1.076965 -0.929464 -5.300513
H -2.836080 -1.388225 -4.731127
H -1.944484 -4.425003 -6.740301
H -3.158354 -4.102619 -5.479639
C 0.427781 -1.310359 -0.534458
C -0.550228 -0.133594 -0.396031
C -0.014085 0.511633 0.872887
O 0.304300 -0.604028 1.737114
C 0.646709 -1.716308 0.935861
H 1.329013 -0.868601 -0.956459
H 0.016676 -2.069635 -1.079682
H -1.641308 -0.383266 -0.393598
H -0.333665 0.609019 -1.147813
H -0.790429 1.016057 1.453394
H 0.904045 1.054550 0.737302
H 0.051768 -2.618827 1.258508
H 1.695075 -1.988635 1.094788

Atoms 1-2, force components in eV/Å:
-0.637 1.445 -0.883
-0.155 -0.689 -0.778

=====

(2)
DFT (ωB97M-V/def2-TZVPD) results for a 3-piece molecular cluster, C33H22BN3O8 overall in a non-equilibrium geometry.

Summary:
- Structure (SMILES): COB(O)[C@@](C#N)(CC#N)ON=O.O=C1c2ccccc2C(=O)c2ccccc21.O=C1c2ccccc2C(=O)c2ccccc21
- HOMO energy: -9.73 eV
- DFT total energy: -56103.3916 eV
- Energy relative to the best compared isomer or geometry (same formula, charge and spin): 0.0 kcal per mole
- F_max: 4.5 eV/Å
- Lowest unoccupied orbital energy: -0.96 eV

Element x y z (Å)
C -4.723270 3.269930 0.192121
O -4.793694 1.970058 0.815600
B -3.753433 1.121769 0.423384
O -3.843280 0.291098 -0.683249
C -2.402058 1.075872 1.351694
C -2.839198 1.496586 2.766833
N -3.255833 1.594657 3.809003
C -1.822914 -0.404340 1.471640
C -0.723645 -0.606565 0.455546
N 0.178561 -0.966176 -0.115209
O -1.383710 1.980125 0.915187
N -1.627537 2.418892 -0.386062
O -0.661830 2.399710 -1.037124
H -4.339189 4.022693 0.921794
H -4.077168 3.270662 -0.715074
H -5.737036 3.630300 -0.097992
H -4.560641 0.676739 -1.219874
H -1.411726 -0.470149 2.504955
H -2.636321 -1.153145 1.415889
O 6.890551 5.273441 -0.478501
C 5.706660 5.314156 -0.205839
C 5.037063 6.612994 0.064905
C 5.771181 7.792148 -0.016240
C 5.147716 9.012069 0.196188
C 3.787737 9.060101 0.489320
C 3.056049 7.886678 0.587994
C 3.678525 6.659570 0.382360
C 2.888262 5.407962 0.508351
O 1.717852 5.445872 0.837568
C 3.552268 4.112141 0.218192
C 2.816751 2.934218 0.296929
C 3.416005 1.720585 -0.003789
C 4.754305 1.679331 -0.385025
C 5.495670 2.849706 -0.451165
C 4.899642 4.069255 -0.145164
H 6.828147 7.758546 -0.249369
H 5.720101 9.929463 0.128294
H 3.299461 10.014983 0.642874
H 1.999320 7.927066 0.821320
H 1.774105 2.961596 0.588383
H 2.839195 0.804663 0.054203
H 5.219084 0.731550 -0.628836
H 6.537343 2.812630 -0.745098
O -4.674288 -6.405556 -0.281555
C -3.467875 -6.412093 -0.432989
C -2.661077 -7.592890 -0.030320
C -3.298570 -8.707877 0.505085
C -2.559782 -9.829710 0.848007
C -1.181001 -9.843759 0.656567
C -0.539480 -8.728814 0.139387
C -1.275438 -7.598115 -0.200037
C -0.574591 -6.403001 -0.736601
O 0.636803 -6.388332 -0.833508
C -1.382901 -5.230337 -1.158148
C -0.745065 -4.116719 -1.695955
C -1.492073 -3.029707 -2.123220
C -2.879774 -3.050629 -2.015120
C -3.518930 -4.152636 -1.466571
C -2.773565 -5.243862 -1.031520
H -4.371675 -8.702149 0.650269
H -3.058409 -10.698555 1.260677
H -0.606802 -10.725785 0.913564
H 0.533929 -8.741007 -0.003497
H 0.333913 -4.098654 -1.785281
H -0.994136 -2.165235 -2.544538
H -3.462450 -2.203884 -2.357740
H -4.598668 -4.163381 -1.381387

Atoms 1-2, force components in eV/Å:
-0.343 1.107 0.045
0.979 -0.223 -1.123

=====

(3)
DFT (ωB97M-V/def2-TZVPD) results for an isolated ion of composition C5H14NO and charge +1 in a non-equilibrium geometry.

Summary:
- Structure (SMILES): CC(C)[C@H]([NH3+])CO
- HOMO energy: -15.04 eV
- DFT total energy: -8942.8988 eV
- Charge: +1
- Energy relative to the best compared isomer or geometry (same formula, charge and spin): 25.6 kcal per mole
- F_max: 1.8 eV/Å
- Lowest unoccupied orbital energy: -3.22 eV

Element x y z (Å)
C -1.592341 -0.358123 0.948801
C -0.600915 0.651236 0.394011
C -1.353307 1.689344 -0.508026
C 0.585093 0.026713 -0.339104
N 0.236859 -1.305292 -0.965386
C 1.794597 -0.217396 0.561174
O 2.677264 -1.040765 -0.217351
H -1.228108 -1.160736 1.602319
H -2.291630 -0.724882 0.192543
H -2.241270 0.112772 1.696021
H -0.230405 1.243170 1.222261
H -1.044603 1.615164 -1.547498
H -2.421639 1.633612 -0.393936
H -1.013255 2.677714 -0.202256
H 0.913658 0.658572 -1.143570
H -0.667167 -1.608504 -0.601956
H 0.232559 -1.182020 -1.977538
H 0.991290 -1.975155 -0.801636
H 1.465576 -0.782595 1.440650
H 2.283237 0.669736 0.942454
H 3.504506 -0.622565 -0.301975

Atoms 1-2, force components in eV/Å:
-0.719 -0.062 1.129
-0.924 0.446 -0.585

=====

Number 1: orbital gap 9.764 eV. Number 2: orbital gap 8.767 eV. Number 3: orbital gap 11.820 eV.